Version i
Computed, not measured: a cluster of 2 separate species, CH3N2 in total, with the ωB97M-V functional and the def2-TZVPD basis.

The geometry in ORCA input format:
```
! wB97M-V def2-TZVPD RIJCOSX def2/J DEFGRID3
* xyz 1 1
C -1.426 0.328 -0.132
N 1.796 -0.204 0.154
N 1.319 0.054 -0.791
H -2.165 0.823 -0.652
H -1.899 -0.439 0.470
H 2.374 -0.562 0.951
*
```

Properties
**E_HOMO (spin up / spin down)**: -14.2 / -14.3 eV
**Lowest unoccupied orbital energy (spin up / spin down)**: -6.55 / -6.57 eV

=====

Version ii
Computed, not measured: a cluster of 2 separate species, CH3N2 in total, with the ωB97M-V functional and the def2-TZVPD basis.

The geometry in ORCA input format:
```
! wB97M-V def2-TZVPD RIJCOSX def2/J DEFGRID3
* xyz 1 1
C -0.708 -0.577 0.051
N 1.532 0.124 0.085
N 0.403 -0.142 -0.079
H -1.445 -1.085 -0.532
H -1.796 0.810 0.896
H 2.013 0.869 -0.421
*
```

Properties
**E_HOMO (spin up / spin down)**: -17.1 / -17.3 eV
**Lowest unoccupied orbital energy (spin up / spin down)**: -8.41 / -7.66 eV

=====

Most stable structure: version ii

=====

Version i
Computed, not measured: the molecule H4NPS, with the ωB97M-V functional and the def2-TZVPD basis.

The geometry in ORCA input format:
```
! wB97M-V def2-TZVPD RIJCOSX def2/J DEFGRID3
* xyz 0 1
N 0.797 0.981 -0.090
P -1.269 -1.263 0.286
S 0.109 0.063 1.281
H 0.776 1.892 0.367
H 1.669 0.783 -0.572
H -1.760 -0.455 -0.773
H -0.323 -2.001 -0.500
*
```

Properties
**E_HOMO**: -8.9 eV
**SMILES**: NSP
**Lowest unoccupied orbital energy**: 0.74 eV

=====

Version ii
Computed, not measured: a cluster of 2 separate species, H4NPS in total, with the ωB97M-V functional and the def2-TZVPD basis.

The geometry in ORCA input format:
```
! wB97M-V def2-TZVPD RIJCOSX def2/J DEFGRID3
* xyz 0 1
N -0.340 -1.097 -1.400
P -0.293 1.135 0.629
S 1.010 -0.335 0.900
H 0.580 -0.903 -1.756
H -0.367 -2.163 -1.456
H -0.971 0.997 1.851
H 0.380 2.366 1.232
*
```

Properties
**E_HOMO (spin up / spin down)**: -8.9 / -9.0 eV
**Lowest unoccupied orbital energy (spin up / spin down)**: -2.60 / -2.61 eV

=====

Most stable structure: version i

=====

Version i
Computed, not measured: the molecule C23H19N5O2, with the ωB97M-V functional and the def2-TZVPD basis.

The geometry in ORCA input format:
```
! wB97M-V def2-TZVPD RIJCOSX def2/J DEFGRID3
* xyz 0 1
O -2.567 -4.098 -6.746
O 2.895 -1.158 1.621
N 3.736 -0.047 7.603
N -2.623 3.366 0.029
C -2.046 -3.871 -5.657
C 2.222 -0.159 1.883
C -2.826 1.063 -2.801
C -3.701 2.082 -3.141
C 1.007 0.125 1.126
C 0.270 1.327 1.283
C 3.774 -1.097 6.729
C 3.773 1.176 7.120
C -1.613 2.903 0.791
C -2.862 2.695 -1.106
C -1.958 -2.545 -3.577
C -2.519 -1.397 -5.647
C -2.166 -1.343 -2.886
C -2.764 -0.242 -4.935
C -1.209 1.078 -0.716
C 3.817 -0.901 5.363
C 3.841 1.469 5.752
C -2.227 1.493 -1.533
C -2.153 -2.593 -4.984
C -2.582 -0.192 -3.551
C -0.853 1.753 0.451
C 3.902 0.417 4.845
N -1.263 -4.908 -5.207
N -3.746 3.041 -2.125
N 2.648 0.760 2.823
C 4.023 0.725 3.373
H -4.351 2.059 -4.042
H 0.647 -0.625 0.420
H 0.596 2.084 1.980
H 3.711 -2.094 7.142
H 3.718 1.999 7.811
H -1.352 3.518 1.664
H -1.709 -3.397 -3.014
H -2.638 -1.381 -6.734
H -2.134 -1.380 -1.792
H -3.022 0.649 -5.461
H -0.632 0.192 -0.980
H 3.790 -1.788 4.712
H 3.885 2.514 5.427
H -0.577 -4.703 -4.451
H -1.075 -5.592 -5.927
H -4.392 3.819 -2.077
H 2.125 1.601 2.960
H 4.560 1.687 3.249
H 4.621 -0.085 2.932
*
```

Properties
**E_HOMO**: -8.5 eV
**SMILES**: NC(=O)c1ccc(-c2c[nH]c3ncc(/C=C/C(=O)NCc4ccncc4)cc23)cc1
**Lowest unoccupied orbital energy**: -0.50 eV

=====

Version ii
Computed, not measured: the molecule C23H19N5O2, with the ωB97M-V functional and the def2-TZVPD basis.

The geometry in ORCA input format:
```
! wB97M-V def2-TZVPD RIJCOSX def2/J DEFGRID3
* xyz 0 1
O -2.761 -3.558 -5.609
O 0.412 1.946 3.958
N 2.500 -2.436 6.742
N 1.822 4.215 -2.050
C -2.814 -3.072 -4.500
C 0.001 1.105 3.135
C 0.438 1.447 -3.798
C 1.043 2.095 -4.895
C 0.340 1.170 1.687
C 0.980 2.252 1.102
C 1.760 -2.971 5.732
C 2.270 -1.170 7.119
C 1.709 3.788 -0.680
C 1.283 3.358 -2.915
C -2.423 -0.762 -3.534
C -0.834 -1.813 -5.070
C -1.641 0.315 -3.411
C 0.015 -0.748 -4.790
C 0.584 1.689 -1.342
C 0.636 -2.392 5.261
C 1.182 -0.501 6.642
C 0.679 2.203 -2.652
C -1.984 -1.861 -4.272
C -0.345 0.332 -3.949
C 1.063 2.535 -0.375
C 0.374 -1.100 5.637
N -3.689 -3.542 -3.593
N 1.542 3.241 -4.234
N -0.329 -0.185 3.602
C -0.699 -0.363 4.987
H 1.024 1.647 -5.893
H -0.021 0.305 1.082
H 1.267 2.999 1.790
H 1.861 -3.987 5.326
H 2.965 -0.526 7.793
H 1.963 4.516 0.093
H -3.411 -0.889 -3.011
H -0.696 -2.597 -5.815
H -1.875 1.170 -2.756
H 0.889 -0.829 -5.329
H 0.169 0.700 -1.153
H 0.090 -2.934 4.597
H 1.094 0.506 6.980
H -3.511 -3.450 -2.641
H -4.361 -4.260 -3.932
H 2.154 3.818 -4.813
H -0.211 -0.952 3.006
H -1.586 -0.972 5.206
H -0.918 0.517 5.534
*
```

Properties
**E_HOMO**: -8.1 eV
**SMILES**: NC(=O)c1ccc(-c2c[nH]c3ncc(/C=C/C(=O)NCc4ccncc4)cc23)cc1
**Lowest unoccupied orbital energy**: -0.41 eV

=====

Most stable structure: version i

=====

Version i
Computed, not measured: a cluster of 2 separate species, C3H10S in total, with the ωB97M-V functional and the def2-TZVPD basis.

The geometry in ORCA input format:
```
! wB97M-V def2-TZVPD RIJCOSX def2/J DEFGRID3
* xyz 0 1
S 0.310 2.284 -2.076
H 1.400 2.895 -2.403
H 1.072 1.303 -1.413
C -0.602 -1.334 -0.441
C 0.249 -0.914 0.705
C -0.339 0.438 1.408
H -0.725 -0.699 -1.333
H -0.051 -2.170 -0.893
H -1.561 -1.665 -0.137
H 0.459 -1.610 1.439
H 1.267 -0.711 0.379
H 0.421 1.085 1.977
H -0.994 0.142 2.228
H -0.908 0.956 0.559
*
```

Properties
**E_HOMO**: -9.8 eV
**SMILES**: CCC.S
**Lowest unoccupied orbital energy**: 0.87 eV

=====

Version ii
Computed, not measured: a cluster of 2 separate species, C3H10S in total, with the ωB97M-V functional and the def2-TZVPD basis.

The geometry in ORCA input format:
```
! wB97M-V def2-TZVPD RIJCOSX def2/J DEFGRID3
* xyz 0 1
C 2.826 -0.064 -1.234
H 2.974 -0.206 -2.299
H 3.318 0.835 -0.882
H 3.346 -0.881 -0.707
H 1.807 -0.285 -0.927
C -0.135 1.119 1.134
S -1.100 0.270 -0.197
C -1.082 -1.400 0.438
H 0.903 0.828 0.962
H -0.404 0.737 2.110
H -0.282 2.171 0.952
H -1.113 -2.141 -0.368
H -0.177 -1.592 1.014
H -1.954 -1.679 1.025
*
```

Properties
**E_HOMO**: -8.5 eV
**SMILES**: CSC.C
**Lowest unoccupied orbital energy**: 0.99 eV

=====

Most stable structure: version ii

=====

Version i
Computed, not measured: a cluster of 2 separate species, C2H5Cl2OPS in total, with the ωB97M-V functional and the def2-TZVPD basis.

The geometry in ORCA input format:
```
! wB97M-V def2-TZVPD RIJCOSX def2/J DEFGRID3
* xyz 0 1
C -1.265 0.559 0.268
C -1.618 -0.914 0.003
O 2.067 0.512 1.299
P 2.206 0.275 -0.115
S -0.203 -1.895 -0.633
Cl 3.878 -0.804 -0.516
Cl 2.416 2.095 -1.065
H -0.716 0.898 -0.616
H -2.129 1.052 0.369
H -0.357 0.641 0.921
H -2.293 -1.086 -0.904
H -1.985 -1.333 0.990
*
```

Properties
**E_HOMO (spin up / spin down)**: -9.6 / -9.1 eV
**Lowest unoccupied orbital energy (spin up / spin down)**: -2.84 / -2.31 eV

=====

Version ii
Computed, not measured: the molecule C2H5Cl2OPS, with the ωB97M-V functional and the def2-TZVPD basis.

The geometry in ORCA input format:
```
! wB97M-V def2-TZVPD RIJCOSX def2/J DEFGRID3
* xyz 0 1
C 1.149 0.239 1.391
C 0.653 -0.543 -0.918
O 1.366 -0.588 0.232
P -2.536 0.058 -1.350
S -0.839 -1.277 -1.418
Cl -1.386 1.564 -0.282
Cl -3.593 -0.403 0.219
H 2.007 0.862 1.381
H 1.202 -0.438 2.306
H 0.205 0.890 1.267
H 1.334 -0.900 -1.665
H 0.437 0.536 -1.162
*
```

Properties
**E_HOMO**: -9.6 eV
**SMILES**: COCSP(Cl)Cl
**Lowest unoccupied orbital energy**: -0.41 eV

=====

Most stable structure: version ii

=====

Version i
Computed, not measured: the molecule C4H10N2S, with the ωB97M-V functional and the def2-TZVPD basis.

The geometry in ORCA input format:
```
! wB97M-V def2-TZVPD RIJCOSX def2/J DEFGRID3
* xyz 0 1
C 0.040 -0.156 1.025
C 1.476 -0.026 0.464
C -0.357 0.887 -0.106
C -1.374 0.323 -1.072
H -0.569 -1.967 0.330
H -0.222 -1.958 1.928
H -0.076 0.434 1.947
H 2.271 0.309 1.172
H 1.814 -0.989 -0.034
H 1.511 1.880 -0.203
H -0.727 1.765 0.379
H -2.216 -0.112 -0.521
H -1.851 1.189 -1.647
H 0.531 -0.311 -2.152
N -0.658 -1.409 1.183
N 1.064 1.024 -0.505
S -0.656 -0.881 -2.189
*
```

Properties
**E_HOMO**: -8.7 eV
**SMILES**: N[C@H]1CN[C@H]1CS
**Lowest unoccupied orbital energy**: 0.91 eV

=====

Version ii
Computed, not measured: the molecule C4H10N2S, with the ωB97M-V functional and the def2-TZVPD basis.

The geometry in ORCA input format:
```
! wB97M-V def2-TZVPD RIJCOSX def2/J DEFGRID3
* xyz 0 1
C -0.115 0.140 1.051
C -1.361 0.944 0.244
C 0.746 0.700 -0.304
C 0.821 -0.370 -1.261
H -0.631 -1.479 2.242
H -0.398 -1.868 0.637
H 0.083 0.819 1.929
H -2.173 1.621 0.735
H -1.906 0.285 -0.378
H -0.679 1.786 -1.515
H 1.796 1.081 -0.047
H -0.140 -0.788 -1.274
H 0.845 0.139 -2.301
H 1.420 -1.679 0.362
N 0.039 -1.285 1.339
N -0.304 1.596 -0.565
S 1.956 -1.643 -0.895
*
```

Properties
**E_HOMO**: -8.6 eV
**SMILES**: N[C@@H]1CN[C@@H]1CS
**Lowest unoccupied orbital energy**: 0.83 eV

=====

Version iii
Computed, not measured: the molecule C4H10N2S, with the ωB97M-V functional and the def2-TZVPD basis.

The geometry in ORCA input format:
```
! wB97M-V def2-TZVPD RIJCOSX def2/J DEFGRID3
* xyz 0 1
C 1.407 1.840 -0.159
C 0.305 0.962 0.452
C -0.830 0.674 -0.596
C 1.341 -1.357 0.275
H 2.204 2.007 0.579
H 0.877 2.796 -0.364
H 1.889 1.435 -1.052
H -0.169 1.581 1.236
H -1.072 1.701 -0.920
H -0.481 0.314 -1.597
H -1.667 -1.546 -0.053
H 0.497 -0.570 1.972
H 1.394 -2.248 0.902
H 1.561 -0.634 -1.473
N 0.804 -0.317 1.030
N 1.640 -1.509 -0.923
S -2.218 -0.298 0.011
*
```

Properties
**E_HOMO**: -9.2 eV
**SMILES**: [H]/N=C\N[C@@H](C)CS
**Lowest unoccupied orbital energy**: 0.78 eV

=====

Most stable structure: version iii